Density functional theory data (ωB97M-V/def2-TZVPD) for a 2-piece molecular cluster, C9H11FO overall in a non-equilibrium geometry.

Each line ends with the natural charge from an NBO analysis.
Positions of all 22 atoms, in Å:
C  -0.4468  -1.6807  2.3929  -0.23
C  -0.5014  -2.4339  1.2358  -0.18
C  -0.6050  -0.3066  2.3229  -0.18
C  -0.6334  -1.7925  0.0299  -0.22
C  -0.5762  0.3531  1.1624  -0.24
C  -0.7763  -0.4353  0.0385  -0.07
C  1.5794  1.9151  -1.3358  -0.71
C  -0.8522  0.3608  -1.2124  0.10
C  1.2178  0.4951  -1.6529  0.23
O  -1.3933  1.6642  -1.0727  -0.70
F  1.1772  0.1610  -2.9917  -0.38
H  -0.4057  -2.1615  3.3210  0.21
H  -0.3394  -3.4522  1.3616  0.21
H  -0.4160  0.1874  3.2610  0.21
H  -0.8343  -2.3815  -0.7950  0.22
H  -0.4684  1.4351  1.1364  0.19
H  0.7288  2.4843  -1.6597  0.25
H  2.6673  2.0783  -1.6814  0.23
H  1.5050  2.1101  -0.3109  0.22
H  -0.9829  -0.1539  -2.1710  0.21
H  1.6476  -0.3580  -1.2439  0.15
H  -1.2917  1.9117  -0.1349  0.47

Atoms 1-2, force components in eV/Å:
-1.1 0.1 -1.2
0.7 1.4 1.1

Properties
2S+1 ... 1
Energy above the lowest of the compared OMol25 structures with the same formula, charge and spin ... 230.11 kJ/mol
Orbital gap ... 8.6 eV
E_LUMO ... 0.77 eV


Density functional theory data (ωB97M-V/def2-TZVPD) for C9H11HgN4O as an isolated structure.

Each line ends with the Löwdin spin population.
Positions of all 26 atoms, in Å:
Hg  -2.5945  -2.0716  -0.5517  0.11
N  -2.3557  1.1063  3.3082  0.01
C  -2.9917  0.2678  2.4525  0.03
O  -2.7383  -0.9253  2.3880  0.09
C  -4.0185  0.8858  1.5871  0.30
C  -4.6671  0.0263  0.7149  0.02
N  -5.1179  -0.8040  0.0368  0.23
C  -4.2307  2.2714  1.5564  0.04
N  -4.4042  3.4128  1.5838  0.16
H  -1.6072  0.7298  3.8610  0.00
H  -2.5244  2.0969  3.3155  0.00
C  3.0798  -1.4462  -0.4012  0.00
C  2.3011  -0.4575  -1.2788  0.00
C  2.9037  0.9489  -1.1696  0.00
C  2.3059  -0.9257  -2.7434  0.00
C  0.9063  -0.4192  -0.8336  0.00
N  -0.1960  -0.3869  -0.5096  0.01
H  4.1114  -1.5005  -0.7506  0.00
H  2.6411  -2.4423  -0.4572  0.00
H  3.0813  -1.1259  0.6405  0.00
H  3.9297  0.9273  -1.5383  0.00
H  2.9128  1.2909  -0.1349  0.00
H  2.3348  1.6619  -1.7658  0.00
H  3.3331  -0.9645  -3.1078  0.00
H  1.7387  -0.2378  -3.3699  0.00
H  1.8665  -1.9190  -2.8322  0.00

Atoms 1-2, force components in eV/Å:
0.0 -0.3 -0.1
-0.1 0.1 -0.1

Properties
2S+1 ... 2
Energy above the lowest of the compared OMol25 structures with the same formula, charge and spin ... 0.00 kJ/mol
Orbital gap (alpha / beta) ... 8.7 / 4.6 eV
E_LUMO (alpha / beta) ... 0.54 / -3.22 eV
⟨S²⟩ ... 0.776


Density functional theory data (ωB97M-V/def2-TZVPD) for the molecule C9H11IO2 in a non-equilibrium geometry.

Each line ends with the natural charge from an NBO analysis.
Positions of all 23 atoms, in Å:
I  2.1143  0.8791  -1.0352  -0.13
C  0.6528  0.3954  0.6878  0.61
C  -0.6029  0.0865  -0.1585  -0.35
C  -1.0928  1.1913  -1.0848  -0.16
C  -1.7203  0.8963  -2.2322  -0.21
C  -2.0280  -0.4999  -2.5889  -0.24
C  -1.2753  -1.4333  -2.0201  -0.14
C  -0.3598  -1.2521  -0.8624  -0.45
O  1.2104  -0.7885  1.2453  -0.53
C  1.8235  -0.3950  2.4276  -0.10
C  1.7166  1.1704  2.4300  -0.10
O  0.5704  1.3061  1.6384  -0.50
H  -1.5349  -0.1075  0.4409  0.24
H  -1.1513  2.0871  -0.5536  0.21
H  -2.2065  1.6141  -2.8773  0.21
H  -2.8872  -0.6213  -3.1695  0.21
H  -1.6413  -2.4582  -2.1076  0.19
H  -0.7031  -2.1551  -0.1615  0.22
H  0.6781  -1.3961  -1.1597  0.25
H  2.9555  -0.6891  2.4715  0.18
H  1.4133  -0.9820  3.1760  0.19
H  1.6134  1.4453  3.4988  0.21
H  2.4551  1.7066  1.9950  0.20

Atoms 1-2, force components in eV/Å:
0.5 0.6 0.4
-0.4 -2.2 -1.7

Properties
2S+1 ... 1
Energy above the lowest of the compared OMol25 structures with the same formula, charge and spin ... 240.93 kJ/mol
Orbital gap ... 8.7 eV
E_LUMO ... 0.56 eV
SMILES ... IC1([C@H]2C=CC=CC2)OCCO1


Density functional theory data (ωB97M-V/def2-TZVPD) for C9H11LuO6 as an isolated structure in a non-equilibrium geometry.

Each line ends with the natural charge from an NBO analysis.
Positions of all 27 atoms, in Å:
O  -1.2721  -4.8402  -2.0076  -0.37
C  -0.8851  -3.7727  -1.8859  0.49
Lu  0.0824  -0.4887  -1.2046  1.38
O  3.1162  -2.1192  -0.7143  -0.29
C  2.0595  -1.6802  -0.8686  0.45
C  1.7889  0.8781  -1.6919  0.38
O  2.7377  1.4409  -2.0654  -0.33
C  -0.2250  0.7761  -3.1491  0.30
O  -0.1652  1.4273  -4.1134  -0.33
C  1.1809  -1.3099  -3.3074  0.49
O  1.8113  -1.4190  -4.2762  -0.32
H  -1.1253  0.1528  -2.4932  -0.09
C  -1.7531  2.0413  1.6348  -0.66
C  -0.5233  1.6879  0.8220  -0.07
O  -0.4328  0.2191  0.6534  -0.68
C  -0.5980  -0.6074  1.8930  -0.06
C  0.4661  -0.2736  2.9033  -0.66
H  -2.6421  1.5308  1.2489  0.24
H  -1.9237  3.1142  1.5609  0.27
H  -1.6064  1.7827  2.6820  0.24
H  -0.5659  2.1080  -0.1924  0.20
H  0.4225  2.0006  1.2945  0.23
H  -1.6126  -0.4059  2.2466  0.24
H  -0.5265  -1.6317  1.5234  0.20
H  0.4137  0.7724  3.2096  0.24
H  0.3078  -0.8998  3.7823  0.28
H  1.4702  -0.4839  2.5154  0.22

Atoms 1-2, force components in eV/Å:
1.1 3.0 0.3
-1.0 -2.6 -0.1

Properties
Total charge ... +2
2S+1 ... 1
Energy above the lowest of the compared OMol25 structures with the same formula, charge and spin ... 0.00 kJ/mol
Orbital gap ... 6.8 eV
E_LUMO ... -9.60 eV


Density functional theory data (ωB97M-V/def2-TZVPD) for a 2-piece molecular cluster, C9H11N overall in a non-equilibrium geometry.

Each line ends with the natural charge from an NBO analysis.
Positions of all 21 atoms, in Å:
C  -1.3578  -2.3674  -0.4736  -0.14
C  -0.9875  -1.2259  -0.6000  -0.07
C  2.9889  0.4741  0.8082  -0.31
C  3.2947  -0.2799  -0.3265  -0.30
C  1.6387  0.7667  0.7919  -0.12
C  2.0890  -0.3821  -1.1125  -0.12
C  -2.8871  0.4190  0.5546  -0.59
C  -1.5677  0.9956  0.1399  -0.42
C  -0.7709  0.1384  -0.8891  0.00
N  1.1748  0.3049  -0.3968  -0.31
H  -1.5146  -3.3057  -0.2156  0.21
H  3.5759  0.7511  1.6831  0.22
H  4.3275  -0.8026  -0.4501  0.22
H  1.0122  1.2775  1.4485  0.20
H  1.8192  -1.0573  -1.8093  0.20
H  -3.4866  0.2409  -0.2438  0.21
H  -3.2025  1.1058  1.2622  0.22
H  -2.7872  -0.5173  1.1141  0.21
H  -1.7614  1.8955  -0.2884  0.21
H  -0.9269  1.0188  0.9673  0.22
H  -0.6706  0.5498  -1.9642  0.26

Atoms 1-2, force components in eV/Å:
1.4 4.3 -0.6
-0.4 -1.5 -1.3

Properties
2S+1 ... 1
Energy above the lowest of the compared OMol25 structures with the same formula, charge and spin ... 408.92 kJ/mol
Orbital gap ... 7.8 eV
E_LUMO ... 0.07 eV


Density functional theory data (ωB97M-V/def2-TZVPD) for an isolated ion of composition C9H11N2O2 and charge -1 in a non-equilibrium geometry.

Each line ends with the natural charge from an NBO analysis.
Positions of all 24 atoms, in Å:
C  1.7697  -3.6119  1.0640  -0.51
C  1.3669  -2.3378  1.1446  0.08
N  1.7416  -1.4515  2.1913  -0.61
C  1.2708  -0.1480  2.1102  0.19
N  0.4003  0.2608  1.2795  -0.46
C  0.1111  -0.4691  0.1032  -0.21
C  -0.7176  0.1984  -0.8887  0.49
O  -1.1928  -0.4077  -2.0684  -0.70
C  -1.3209  1.5363  -0.6383  -0.30
C  -2.5241  1.8218  -1.5191  -0.61
C  -0.1873  2.5865  -1.0405  -0.58
C  0.5379  -1.8505  0.0130  0.45
O  0.3145  -2.6825  -0.8868  -0.62
H  2.3212  -4.0742  1.8311  0.17
H  1.3965  -4.1930  0.1465  0.25
H  2.6345  -1.5961  2.6885  0.39
H  1.4926  0.5601  2.8461  0.16
H  -1.6460  1.8543  0.4274  0.21
H  -2.4115  2.8188  -1.8260  0.18
H  -3.4332  1.4916  -1.0582  0.19
H  -2.4756  1.2724  -2.3849  0.25
H  -0.3039  3.4994  -0.6495  0.18
H  0.9058  2.2022  -0.7806  0.21
H  -0.0504  2.7197  -2.1042  0.19

Atoms 1-2, force components in eV/Å:
-1.2 -0.4 -1.7
1.1 -0.7 0.9

Properties
Total charge ... -1
2S+1 ... 1
Energy above the lowest of the compared OMol25 structures with the same formula, charge and spin ... 235.61 kJ/mol
Orbital gap ... 6.6 eV
E_LUMO ... 3.49 eV
SMILES ... C=C1NC=NC(C(=O)C(C)C)=C1[O-]


In order of appearance, DFT total energy = -14273.2833 -21692.3698 -21704.0241 -55396.4250 -10995.9663 -16585.1951 eV.